{
  "formula": "C26H26MgN5O2",
  "method": "ωB97M-V/def2-TZVPD",
  "total_energy_ha": -1630.763552,
  "total_charge": 1,
  "e_lumo_ev": -2.234,
  "max_force_ha_per_bohr": 0.019,
  "relative_energy_kcal_mol": 0.00,
  "species": ["Mg", "C", "N", "C", "C", "N", "C", "C", "C", "C", "C", "C", "N", "C", "N", "C", "C", "C", "C", "C", "C", "N", "H", "H", "H", "H", "H", "H", "H", "H", "H", "H", "H", "H", "H", "H", "H", "C", "C", "C", "C", "C", "C", "C", "C", "C", "C", "O", "O", "H", "H", "H", "H", "H", "H", "H", "H", "H", "H", "H"],
  "xyz": [[-0.081, -1.906, 0.115], [1.173, -2.755, 2.572], [-0.045, -3.226, 1.915], [-1.350, -2.965, 2.524], [-2.258, -2.488, 1.423], [-1.927, -2.620, 0.155], [-2.908, -1.946, -0.573], [-3.003, -1.715, -1.941], [-4.074, -0.962, -2.376], [-5.028, -0.461, -1.479], [-4.952, -0.695, -0.121], [-3.867, -1.446, 0.316], [-3.412, -1.809, 1.576], [2.116, -2.314, 1.486], [1.818, -2.465, 0.214], [2.903, -1.970, -0.504], [3.102, -1.888, -1.877], [4.300, -1.353, -2.304], [5.272, -0.914, -1.394], [5.084, -0.992, -0.028], [3.876, -1.527, 0.400], [3.335, -1.764, 1.658], [1.658, -3.526, 3.177], [0.942, -1.911, 3.225], [0.039, -4.205, 1.677], [-1.269, -2.176, 3.274], [-1.768, -3.847, 3.013], [-2.262, -2.119, -2.619], [-4.185, -0.751, -3.431], [-5.847, 0.132, -1.864], [-5.692, -0.304, 0.565], [-3.854, -1.572, 2.448], [2.339, -2.227, -2.565], [4.499, -1.265, -3.363], [6.197, -0.503, -1.774], [5.839, -0.652, 0.669], [3.770, -1.532, 2.535], [-0.063, 6.073, -0.808], [-0.033, 4.590, -0.567], [1.038, 3.813, -0.991], [1.062, 2.440, -0.792], [2.242, 1.634, -1.267], [-0.012, 1.835, -0.127], [-1.080, 2.600, 0.351], [-2.221, 1.976, 1.110], [-1.076, 3.966, 0.107], [-0.047, 0.350, 0.012], [-0.211, -0.214, 1.143], [0.071, -0.374, -1.026], [0.614, 6.359, -1.611], [0.241, 6.611, 0.092], [-1.069, 6.404, -1.065], [1.873, 4.284, -1.497], [3.063, 2.289, -1.556], [1.972, 1.022, -2.127], [2.601, 0.963, -0.484], [-2.556, 1.055, 0.634], [-3.063, 2.666, 1.165], [-1.912, 1.734, 2.128], [-1.913, 4.564, 0.452]],
  "forces_ev_per_angstrom": [[0.07, -0.95, -0.22], [0.09, 0.08, 0.14], [-0.04, -0.07, 0.29], [-0.06, 0.16, 0.10], [-0.34, 0.01, -0.12], [-0.73, 0.02, -0.08], [-0.42, -0.04, 0.21], [-0.05, -0.05, 0.10], [0.08, -0.05, -0.08], [-0.09, 0.05, 0.05], [-0.03, -0.01, 0.11], [0.25, 0.02, -0.38], [-0.06, -0.20, 0.15], [0.38, -0.14, -0.11], [0.76, -0.12, 0.09], [0.34, 0.04, 0.22], [0.02, 0.03, 0.10], [-0.09, -0.03, -0.09], [0.07, 0.05, 0.05], [0.03, 0.04, 0.14], [-0.19, -0.13, -0.43], [0.02, -0.04, 0.17], [-0.05, 0.03, 0.05], [-0.03, 0.01, -0.04], [0.03, 0.00, -0.11], [0.06, -0.02, -0.01], [0.00, 0.01, 0.01], [-0.02, 0.07, -0.06], [0.01, 0.00, 0.01], [-0.01, -0.03, 0.00], [0.00, 0.02, -0.02], [0.03, -0.03, 0.07], [0.04, 0.02, -0.06], [-0.01, -0.01, 0.01], [0.00, -0.01, 0.00], [0.01, 0.00, -0.03], [-0.04, -0.05, 0.05], [0.04, -0.02, 0.07], [0.01, -0.01, -0.02], [-0.05, 0.00, 0.04], [0.00, -0.12, 0.03], [-0.04, 0.03, -0.08], [0.01, 0.03, 0.00], [0.08, -0.05, 0.04], [0.02, 0.09, 0.02], [-0.05, 0.01, 0.03], [0.00, 0.64, -0.19], [0.00, 0.25, 0.25], [0.01, 0.57, -0.37], [-0.01, 0.00, -0.01], [-0.01, 0.01, -0.02], [0.01, 0.02, -0.01], [-0.01, 0.01, -0.01], [0.00, 0.01, 0.03], [0.02, -0.03, 0.02], [0.04, -0.03, -0.04], [-0.07, -0.04, 0.00], [-0.01, -0.01, -0.03], [-0.02, -0.04, -0.02], [0.00, -0.02, -0.01]],
  "lowdin_charge": [0.638, -0.087, -0.082, -0.080, -0.289, 0.098, -0.207, 0.005, -0.059, -0.065, -0.008, -0.182, 0.203, -0.285, 0.101, -0.209, -0.001, -0.066, -0.068, -0.006, -0.176, 0.200, 0.141, 0.139, 0.147, 0.140, 0.141, 0.123, 0.112, 0.112, 0.118, 0.179, 0.124, 0.112, 0.112, 0.117, 0.178, -0.043, -0.253, 0.001, -0.187, -0.023, -0.057, -0.190, -0.024, -0.003, -0.530, -0.017, -0.018, 0.078, 0.088, 0.081, 0.120, 0.085, 0.087, 0.078, 0.064, 0.083, 0.090, 0.121]
}